(1)
Molecular formula: C18H33BN6O3S2SbTc
Method: DFT, the ωB97M-V functional and the def2-TZVPD basis

The geometry in XYZ format:
```
65
C18H33BN6O3S2SbTc the ωB97M-V functional and the def2-TZVPD basis
Tc 0.15 0.48 -1.19
N -1.52 2.06 -1.09
C -1.04 3.42 -1.37
C 0.43 3.40 -1.80
O 1.05 4.43 -1.94
N 0.93 2.15 -2.00
C 2.37 2.09 -2.09
C 2.83 1.56 -0.71
O 3.91 1.76 -0.23
O 1.88 0.87 -0.15
H -2.17 1.78 -1.82
H -2.06 2.04 -0.23
H -1.12 4.06 -0.48
H -1.63 3.90 -2.17
H 2.81 3.08 -2.30
H 2.69 1.37 -2.84
C 2.82 -1.90 0.99
N 1.61 -2.61 0.64
C 1.02 -3.56 1.41
C 0.02 -4.11 0.67
N 0.01 -3.52 -0.56
B -0.97 -4.08 -1.64
N -1.06 -3.16 -2.88
C -0.87 -3.60 -4.16
C -1.05 -2.56 -5.01
N -1.37 -1.47 -4.25
C -1.59 -0.14 -4.73
C -1.36 -1.87 -2.96
S -1.78 -0.82 -1.66
C 0.97 -2.59 -0.55
S 1.40 -1.51 -1.84
H 2.78 -1.59 2.03
H 2.93 -1.02 0.36
H 3.69 -2.55 0.84
H 1.34 -3.76 2.42
H -0.66 -4.90 0.91
H -2.04 -4.16 -1.14
H -0.51 -5.11 -2.00
H -0.63 -4.63 -4.36
H -0.98 -2.51 -6.08
H -1.56 -0.15 -5.82
H -0.82 0.54 -4.34
H -2.58 0.22 -4.41
C -0.35 -0.84 4.78
C 0.64 0.18 4.28
Sb 0.21 0.78 2.19
C -1.83 1.59 2.49
C -2.92 0.62 2.06
C 1.22 2.72 2.07
C 1.17 3.53 3.35
H -0.07 -1.15 5.79
H -0.37 -1.73 4.15
H -1.35 -0.42 4.82
H 1.66 -0.19 4.31
H 0.59 1.10 4.86
H -1.89 2.53 1.94
H -1.93 1.82 3.55
H -2.78 0.29 1.03
H -3.90 1.08 2.14
H -2.91 -0.26 2.70
H 0.74 3.24 1.24
H 2.25 2.52 1.78
H 0.16 3.59 3.75
H 1.51 4.54 3.14
H 1.83 3.10 4.10
```

Calculated values
Total charge   +1
⟨S²⟩   0.85
2S+1   2
Frontier orbital gap (spin up / spin down)   5.5 / 6.1 eV
HOMO energy (spin up / spin down)   -11.11 / -11.27 eV

Mulliken atomic charge list, values in e, 2 entries: Tc 0.95; N -0.44

***

(2)
Molecular formula: C13H16AsF6NO6PdS3
Method: DFT, the ωB97M-V functional and the def2-TZVPD basis

The geometry in XYZ format:
```
47
C13H16AsF6NO6PdS3 the ωB97M-V functional and the def2-TZVPD basis
Pd 0.18 0.54 0.26
F 0.55 -2.94 4.21
C 1.36 -1.91 4.00
F 2.35 -2.34 3.17
F 1.89 -1.32 5.10
S 0.22 -0.53 3.13
O -1.01 -0.68 3.86
O 1.10 0.61 3.14
N 0.13 -1.09 1.49
S -1.30 -1.72 0.85
O -2.54 -0.95 1.10
O -0.97 -2.18 -0.50
C -1.78 -3.54 1.75
F -0.54 -4.08 1.93
F -2.51 -4.35 0.97
F -2.29 -3.32 2.97
C -2.33 -0.46 -3.36
C -1.69 0.77 -2.75
O -0.57 1.17 -3.07
C -2.43 1.48 -1.64
C -3.81 1.54 -1.66
C -4.57 2.46 -0.96
C -3.86 3.27 -0.01
C -2.50 3.20 0.17
C -1.73 2.34 -0.71
O -0.48 2.25 -0.60
H -1.64 -1.35 -3.16
H -2.37 -0.25 -4.43
H -3.34 -0.70 -3.01
H -4.22 0.87 -2.39
H -5.63 2.68 -1.22
H -4.48 4.04 0.58
H -1.93 3.80 0.94
C 2.30 -0.83 -1.71
As 3.31 0.42 -0.59
C 4.72 1.44 -1.50
C 4.53 -0.35 0.75
S 2.22 1.70 0.70
H 1.62 -0.18 -2.24
H 1.76 -1.59 -1.10
H 3.07 -1.38 -2.30
H 4.18 2.09 -2.21
H 5.42 0.78 -2.03
H 5.31 2.09 -0.82
H 5.00 0.50 1.22
H 5.34 -0.99 0.24
H 3.95 -0.99 1.45
```

Calculated values
Relative energy (zero: lowest compared OMol25 entry of this formula, charge and spin)   80.1 kJ/mol
Total charge   +2
⟨S²⟩   6.04
2S+1   5
Frontier orbital gap (spin up / spin down)   9.3 / 5.0 eV
HOMO energy (spin up / spin down)   -15.72 / -15.87 eV

Mulliken atomic charge list, values in e, 2 entries: Pd 0.90; F -0.17

***

(3)
Molecular formula: C25H69N4O18Zn
Method: DFT, the ωB97M-V functional and the def2-TZVPD basis

The geometry in XYZ format:
```
117
C25H69N4O18Zn the ωB97M-V functional and the def2-TZVPD basis
C -1.50 4.97 1.79
N -0.51 4.63 2.87
C -0.57 3.15 3.07
C 0.83 5.03 2.31
C -0.70 5.40 4.19
C -2.14 5.39 4.70
O -3.01 6.13 3.89
H -2.45 4.45 1.95
H -1.21 4.58 0.81
H -1.72 6.03 1.75
H -1.55 2.81 3.42
H 0.13 2.86 3.86
H -0.47 2.70 2.09
H 0.79 6.11 2.21
H 0.90 4.58 1.32
H 1.65 4.65 2.93
H -0.26 6.38 4.00
H -0.02 4.99 4.94
H -2.09 5.78 5.72
H -2.45 4.36 4.86
H -2.77 7.06 3.96
Zn 0.68 -0.48 2.05
O -0.47 0.50 0.72
C -0.62 -0.46 -0.30
C 0.53 -1.46 -0.53
O 1.33 -1.74 0.61
H -0.71 0.01 -1.29
H -1.54 -1.00 -0.05
H 1.20 -0.99 -1.26
H 0.15 -2.31 -1.10
C -0.05 -3.80 -3.79
C -0.03 -2.90 -5.03
O -1.15 -2.03 -5.10
O -1.14 -4.76 -3.83
H -0.35 -3.20 -2.93
H 0.86 -4.36 -3.60
H -0.09 -3.60 -5.87
H 0.90 -2.34 -5.09
H -0.90 -1.14 -4.81
H -1.93 -4.20 -3.90
C -4.59 -2.27 -2.94
C -3.78 -1.27 -2.15
O -3.09 -0.39 -3.01
O -3.76 -2.97 -3.84
H -5.42 -1.77 -3.46
H -5.08 -3.00 -2.29
H -3.17 -1.73 -1.37
H -4.53 -0.69 -1.58
H -2.25 -0.17 -2.60
H -3.12 -2.37 -4.26
C 4.63 -1.83 -0.79
C 4.06 -3.23 -0.75
O 3.50 -3.43 0.57
O 3.70 -0.78 -0.90
H 5.26 -1.87 -1.69
H 5.33 -1.62 0.03
H 4.84 -3.98 -0.90
H 3.26 -3.42 -1.48
H 2.76 -2.80 0.59
H 2.87 -1.01 -0.45
C 0.32 -5.66 5.04
C 1.19 -4.57 4.42
O 1.30 -4.75 3.02
O 0.55 -6.91 4.41
H -0.75 -5.41 5.08
H 0.58 -5.78 6.10
H 2.18 -4.59 4.88
H 0.72 -3.60 4.61
H 1.33 -3.92 2.56
H 0.90 -6.67 3.54
C -3.58 1.61 1.69
C -4.60 0.61 1.07
O -5.41 1.21 0.10
O -2.79 2.21 0.70
H -2.97 0.99 2.36
H -4.06 2.34 2.34
H -5.23 0.21 1.87
H -4.10 -0.23 0.59
H -4.86 1.56 -0.61
H -1.95 1.73 0.61
C 1.72 4.15 -1.94
C 1.08 2.82 -1.50
O 0.36 3.06 -0.29
O 0.86 5.20 -2.20
H 2.35 3.93 -2.80
H 2.43 4.40 -1.14
H 1.79 1.99 -1.43
H 0.35 2.43 -2.22
H 0.08 2.18 0.02
H 0.32 5.40 -1.42
O 2.10 0.88 1.73
C 2.97 1.75 1.93
N 3.29 2.14 3.17
C 3.71 2.41 0.79
H 2.88 1.58 3.91
H 4.02 2.81 3.31
H 4.63 2.85 1.15
H 3.05 3.26 0.60
H 3.84 1.75 -0.07
O 0.29 0.42 -3.97
C 1.41 0.79 -4.31
N 2.53 0.42 -3.67
C 1.65 1.55 -5.59
H 3.37 0.89 -3.97
H 2.55 -0.28 -2.95
H 2.45 2.30 -5.57
H 0.80 2.16 -5.89
H 1.94 0.90 -6.42
O -1.14 -6.50 0.72
C -0.71 -5.49 0.19
N 0.62 -5.19 0.12
C -1.63 -4.77 -0.78
H 1.14 -5.75 0.80
H 0.80 -4.21 0.30
H -1.98 -5.47 -1.53
H -1.13 -4.02 -1.41
H -2.50 -4.30 -0.33
```

Calculated values
Total charge   +1
Frontier orbital gap   5.6 eV
HOMO energy   -10.65 eV

Mulliken atomic charge list, values in e, 2 entries: C -0.70; N 0.51

***

(4)
Molecular formula: C4H11N2Si
Method: DFT, the ωB97M-V functional and the def2-TZVPD basis

The geometry in XYZ format:
```
18
C4H11N2Si the ωB97M-V functional and the def2-TZVPD basis
C -1.84 1.08 0.62
Si -0.56 -0.10 -0.01
C -0.38 -0.07 -1.87
C -0.28 -1.66 1.08
C 1.15 0.90 0.59
N 2.24 0.49 0.04
N 3.18 0.00 -0.51
H -1.97 0.96 1.72
H -1.70 2.27 0.49
H -2.80 0.84 0.16
H 0.66 -0.36 -2.16
H -1.20 -0.79 -2.29
H -0.69 0.93 -2.16
H 0.68 -2.17 0.94
H -0.21 -1.55 2.15
H -1.09 -2.21 0.79
H 0.89 1.93 0.57
H 3.91 -0.49 -0.15
```

Calculated values
Relative energy (zero: lowest compared OMol25 entry of this formula, charge and spin)   110.8 kJ/mol
Total charge   +1
Frontier orbital gap   9.7 eV
HOMO energy   -14.92 eV
SMILES string   C[Si](C)(C)C=[N+]=N

Mulliken atomic charge list, values in e, 2 entries: C -1.00; Si 0.41